No. 1
The following is a quantum chemistry calculation of a cluster of 3 separate species, C27H62I2N5O9P3 in total at a distorted geometry, from the Open Molecules 2025 dataset.

Last column: Mulliken charge in e.
Geometry (Å):
H 3.253 0.406 -0.052  0.05
N 2.821 1.338 -0.006  -0.39
C 2.600 1.832 -1.197  0.30
N 1.949 3.147 -1.356  -0.55
N 2.963 1.035 -2.372  -0.31
C 1.774 0.614 -3.165  -0.94
C 0.683 -0.216 -2.300  0.10
C -0.480 -0.697 -3.318  -0.41
C -1.968 -0.324 -2.783  -0.12
C -2.689 0.534 -3.940  -0.25
O -2.979 -0.247 -5.115  -0.30
C -2.175 0.129 -6.248  -0.59
C -3.983 1.365 -3.377  -0.27
C -4.524 0.776 -1.985  -0.64
I -4.099 2.022 -0.222  0.05
C -5.198 -0.462 -1.861  0.17
C -5.709 -1.070 -0.480  -1.03
I -5.586 -1.742 -3.605  0.04
N -5.020 1.486 -4.431  0.18
N -6.325 1.641 -3.937  -0.32
C -6.662 3.026 -3.517  -0.02
C -8.059 2.918 -2.689  -1.07
P -4.580 2.550 -5.759  0.20
C -5.910 2.667 -7.093  -1.11
C -3.939 4.246 -5.222  -0.98
H 1.753 3.322 -2.356  0.35
H 1.020 3.097 -0.896  0.26
H 3.570 0.244 -2.139  0.32
H 2.098 -0.056 -4.041  0.36
H 1.293 1.532 -3.642  0.19
H 1.230 -1.181 -1.997  0.06
H 0.292 0.372 -1.410  0.16
H -0.255 -0.168 -4.309  0.02
H -0.379 -1.818 -3.552  0.38
H -2.546 -1.257 -2.489  0.21
H -1.791 0.327 -1.859  0.11
H -1.905 1.316 -4.261  0.30
H -1.138 -0.356 -6.260  0.24
H -2.715 -0.292 -7.173  0.26
H -2.093 1.249 -6.422  0.25
H -3.567 2.420 -3.170  0.55
H -6.850 -1.206 -0.464  0.27
H -5.302 -0.550 0.439  0.32
H -5.293 -2.143 -0.445  0.31
H -6.959 1.316 -4.688  0.31
H -5.873 3.523 -2.871  0.16
H -6.918 3.696 -4.421  0.10
H -8.674 3.843 -2.946  0.36
H -8.626 2.033 -3.146  0.27
H -7.878 2.803 -1.577  0.23
H -5.362 2.789 -8.094  0.35
H -6.557 3.572 -6.861  0.31
H -6.476 1.686 -7.161  0.31
H -4.334 5.131 -5.814  0.37
H -2.793 4.209 -5.261  0.26
H -4.194 4.401 -4.114  0.26
C 3.003 4.237 5.172  -1.05
C 2.930 3.222 6.300  -0.27
O 1.852 2.314 6.120  -0.42
P 2.087 0.821 5.408  1.20
O 3.384 0.489 6.149  -0.76
O 1.081 -0.061 6.382  -0.37
C 1.572 -1.140 7.167  -0.11
C 1.912 -0.667 8.568  -1.18
O 0.681 1.110 4.492  -0.33
C 0.581 2.207 3.605  -0.26
C 1.507 2.060 2.417  -0.94
H 3.182 3.742 4.214  0.17
H 3.809 4.951 5.347  0.41
H 2.064 4.789 5.089  0.27
H 3.894 2.716 6.392  0.30
H 2.756 3.745 7.244  0.34
H 2.425 -1.621 6.685  0.07
H 0.778 -1.890 7.225  0.48
H 2.597 0.184 8.556  0.26
H 2.367 -1.472 9.149  0.38
H 1.010 -0.331 9.085  0.28
H 0.738 3.148 4.132  0.23
H -0.454 2.233 3.251  0.37
H 2.545 1.927 2.736  0.19
H 1.447 2.939 1.773  0.32
H 1.236 1.182 1.829  0.37
C 3.905 -5.755 4.206  -1.00
C 4.386 -6.055 2.796  -0.29
O 3.831 -5.152 1.849  -0.36
P 4.669 -3.794 1.353  1.12
O 6.036 -4.466 1.208  -0.80
O 4.252 -3.821 -0.248  -0.34
C 5.242 -3.935 -1.262  -0.29
C 5.430 -5.387 -1.663  -1.10
O 3.236 -2.892 1.548  -0.30
C 2.584 -2.783 2.799  -0.38
C 3.392 -1.985 3.798  -0.19
H 4.221 -4.757 4.521  0.17
H 4.307 -6.482 4.914  0.41
H 2.814 -5.789 4.257  0.26
H 5.478 -6.059 2.781  0.32
H 4.061 -7.059 2.512  0.32
H 6.183 -3.477 -0.947  0.37
H 4.890 -3.367 -2.128  0.32
H 5.644 -6.023 -0.802  0.26
H 6.247 -5.487 -2.381  0.38
H 4.516 -5.777 -2.118  0.29
H 2.318 -3.767 3.185  0.13
H 1.635 -2.268 2.616  0.41
H 4.391 -2.410 3.935  0.28
H 2.885 -1.959 4.764  -0.30
H 3.524 -0.957 3.447  0.32

HOMO level in eV: -7.3383
Largest force on an atom in hartree/bohr: 0.1758
Orbital gap in eV: 6.101
Structure (SMILES): [H]/N=C(/N)NCCCC[C@@H](OC)[C@H](/C(I)=C(/C)I)N(NCC)P(C)C.CCOP(=O)(OCC)OCC.CCOP(=O)(OCC)OCC

No. 2
The following is a quantum chemistry calculation of a structure of composition C33H32IrN5O4P at a distorted geometry, from the Open Molecules 2025 dataset.

Last column: Mulliken charge in e.
Geometry (Å):
Ir 0.862 -0.820 0.319  1.49
N 1.147 -0.857 2.728  -0.44
N 2.519 -0.781 3.028  -0.36
C 3.468 -1.065 1.994  0.53
O 4.586 -1.384 2.367  -0.76
O 3.052 -0.893 0.808  -0.76
H 0.652 -0.111 3.202  0.31
H 0.748 -1.753 2.992  0.35
H 2.799 -1.161 3.921  0.26
O 0.483 -0.657 -1.769  -0.46
N -0.709 -0.777 -2.262  -0.42
N -1.721 -0.477 -1.342  0.75
O -1.466 -0.158 -0.123  -0.61
C -3.023 -0.454 -1.803  0.02
C -3.301 -0.688 -3.157  -0.22
C -4.617 -0.705 -3.578  -0.67
C -5.654 -0.485 -2.680  -0.46
C -5.371 -0.234 -1.340  -0.76
C -4.066 -0.219 -0.895  -0.19
H -2.487 -0.848 -3.846  0.51
H -4.843 -0.888 -4.620  0.40
H -6.681 -0.511 -3.020  0.40
H -6.178 -0.057 -0.642  0.39
H -3.819 -0.040 0.141  0.39
C -1.722 3.739 3.526  -0.54
C -1.842 2.371 3.338  -1.02
C -1.124 1.744 2.330  0.01
C -0.265 2.482 1.521  0.12
C -0.150 3.856 1.712  -0.19
C -0.884 4.483 2.705  -0.73
P 0.699 1.656 0.210  1.08
C -0.049 2.279 -1.323  0.28
C 0.665 2.152 -2.515  -0.41
C 0.092 2.542 -3.713  -0.84
C -1.204 3.037 -3.735  -0.63
C -1.927 3.141 -2.556  -0.61
C -1.354 2.763 -1.352  -0.66
C 2.293 2.544 0.337  0.27
C 2.674 3.595 -0.493  -0.10
C 3.896 4.224 -0.303  -0.72
C 4.751 3.803 0.703  -0.57
C 4.371 2.766 1.543  -0.66
C 3.143 2.151 1.369  -0.63
H -2.282 4.230 4.311  0.39
H -2.499 1.796 3.977  0.43
H -1.244 0.683 2.138  0.63
H 0.518 4.434 1.087  0.43
H -0.802 5.553 2.837  0.43
H 1.661 1.728 -2.499  0.57
H 0.654 2.447 -4.632  0.43
H -1.655 3.332 -4.673  0.42
H -2.945 3.509 -2.573  0.44
H -1.925 2.828 -0.435  0.32
H 2.025 3.930 -1.290  0.42
H 4.176 5.047 -0.947  0.43
H 5.712 4.283 0.832  0.38
H 5.033 2.422 2.325  0.46
H 2.844 1.356 2.036  0.27
C 3.076 -3.892 -0.518  -1.08
C 1.877 -4.697 -0.136  0.92
C 1.849 -6.070 -0.229  -0.80
C 0.708 -6.802 0.092  -0.70
C -0.458 -6.146 0.490  -0.77
C -0.499 -4.778 0.603  0.89
C -1.741 -4.043 1.007  -1.12
C 0.692 -4.009 0.325  0.16
N 0.695 -2.725 0.513  0.30
H 3.886 -4.537 -0.853  0.39
H 3.427 -3.279 0.313  0.12
H 2.820 -3.191 -1.316  0.23
H 2.739 -6.589 -0.564  0.38
H 0.722 -7.881 0.023  0.38
H -1.348 -6.723 0.710  0.38
H -2.556 -4.735 1.208  0.40
H -2.046 -3.354 0.216  0.11
H -1.557 -3.436 1.895  0.23

ΔE to the lowest compared entry with this formula, charge and spin in kcal per mole: 9.2
HOMO level (alpha / beta) in eV: -6.1602 / -7.8442
Largest force on an atom in hartree/bohr: 0.0980
2S+1: 6
<S²>: 8.835
Orbital gap (alpha / beta) in eV: 6.136 / 6.291

No. 3
The following is a quantum chemistry calculation of a structure of composition C5H12N2O at a distorted geometry, from the Open Molecules 2025 dataset.

Last column: Mulliken charge in e.
Geometry (Å):
C 0.649 0.214 -0.672  -0.27
C 0.356 -0.306 0.634  -0.27
C -2.098 1.021 0.660  -1.02
C -2.037 -1.000 -0.707  -1.07
N -1.323 -0.084 0.149  0.04
C 2.477 -0.379 -0.374  0.32
N 3.302 0.421 0.354  -0.35
O 2.875 -1.379 -0.939  -0.59
H 4.291 0.200 0.398  0.24
H 2.946 1.150 0.949  0.20
H 0.471 -0.374 -1.565  0.24
H 0.723 1.290 -0.786  0.19
H 0.498 -1.363 0.824  0.23
H 0.502 0.378 1.465  0.27
H -2.496 1.656 -0.144  0.30
H -2.949 0.667 1.259  0.33
H -1.492 1.660 1.312  0.26
H -2.882 -1.463 -0.178  0.34
H -1.378 -1.810 -1.039  0.31
H -2.435 -0.499 -1.600  0.31

ΔE to the lowest compared entry with this formula, charge and spin in kcal per mole: 106.6
HOMO level in eV: -7.1727
Largest force on an atom in hartree/bohr: 0.1307
Orbital gap in eV: 7.906

No. 4
The following is a quantum chemistry calculation of a cluster of 2 separate species, C5H11O4 in total at a distorted geometry, from the Open Molecules 2025 dataset.

Last column: Mulliken charge in e.
Geometry (Å):
O -2.183 2.125 0.956  0.09
O -3.204 2.620 1.452  -0.15
C 0.041 0.387 -1.950  -1.73
C 0.562 0.008 -0.566  1.74
C 1.570 1.023 -0.031  -1.46
C -0.538 -0.143 0.414  -1.04
C -0.496 -1.191 1.438  -0.50
O -0.969 -2.429 0.881  -0.51
O 1.146 -1.321 -0.570  -0.53
H -0.550 1.311 -1.903  0.36
H 0.856 0.553 -2.665  0.42
H -0.606 -0.406 -2.345  0.39
H 1.079 1.988 0.144  0.32
H 1.972 0.675 0.929  0.37
H 2.403 1.189 -0.727  0.39
H -1.497 0.287 0.180  0.56
H 0.543 -1.308 1.790  0.29
H -1.161 -0.880 2.266  0.36
H -0.830 -3.132 1.534  0.30
H 1.862 -1.355 -1.226  0.33

ΔE to the lowest compared entry with this formula, charge and spin in kcal per mole: 3.4
HOMO level (alpha / beta) in eV: -8.1269 / -9.8292
Largest force on an atom in hartree/bohr: 0.0666
2S+1: 4
<S²>: 3.762
Orbital gap (alpha / beta) in eV: 8.972 / 8.827

No. 5
The following is a quantum chemistry calculation of a structure of composition C21H37AsCrN2O10SSi4, from the Open Molecules 2025 dataset.

Last column: Mulliken charge in e.
Geometry (Å):
Cr -0.584 -1.369 1.081  0.10
C 2.170 -3.878 0.250  -1.37
C 0.829 -3.839 -0.384  0.30
N -0.126 -2.983 -0.101  0.43
C -1.201 -3.274 -0.894  -0.87
C -0.896 -4.337 -1.688  0.50
N 0.391 -4.680 -1.347  -0.06
C -1.610 -5.071 -2.756  0.44
O -2.821 -4.649 -3.045  -0.58
O -1.063 -5.994 -3.320  -0.66
C -2.381 -2.371 -0.821  1.25
O -3.366 -2.601 -1.535  -0.91
O -2.236 -1.392 -0.022  -0.29
H 2.432 -2.875 0.587  0.25
H 2.925 -4.223 -0.456  0.45
H 2.172 -4.535 1.120  0.27
H 0.893 -5.435 -1.787  0.24
H -3.090 -3.850 -2.478  0.44
O -1.290 -2.573 2.355  -0.47
As 1.441 -2.732 3.805  0.58
O 3.034 -2.585 4.150  -0.75
O 1.136 -1.105 2.378  -0.26
C 0.671 -1.347 5.028  -0.16
C 0.470 -1.612 6.379  -0.53
C 0.023 -0.618 7.238  -0.63
C -0.226 0.665 6.764  -0.63
C -0.031 0.952 5.423  -0.58
C 0.402 -0.065 4.583  0.47
S 0.572 0.275 2.842  0.71
O 2.538 2.906 1.339  -0.61
O -0.868 0.256 2.341  -0.54
O 0.372 -0.215 -0.118  -0.20
H -1.959 -2.155 2.907  0.16
H 0.679 -2.602 6.772  0.36
H -0.126 -0.841 8.287  0.36
H -0.569 1.439 7.439  0.39
H -0.222 1.945 5.033  0.39
C -3.082 1.910 0.262  -1.01
Si -1.423 2.687 -0.158  1.00
C -0.830 3.639 1.360  -0.65
C -1.690 3.965 -1.529  -1.13
Si 0.104 1.117 -1.013  0.04
Si 2.240 2.048 -1.300  0.35
C 2.276 3.817 -1.946  -1.16
C 3.150 2.037 0.369  -0.30
C 3.259 0.939 -2.442  -1.14
Si -0.667 0.583 -3.175  0.59
C 0.108 -1.064 -3.673  -0.73
C -0.124 1.883 -4.437  -1.11
C -2.537 0.420 -3.308  -0.97
H -3.815 2.683 0.515  0.43
H -2.977 1.240 1.117  0.12
H -3.473 1.320 -0.567  0.23
H -1.578 4.383 1.649  0.42
H 0.114 4.155 1.172  0.28
H -0.695 2.962 2.206  -0.18
H -2.347 4.767 -1.181  0.43
H -2.155 3.512 -2.409  0.23
H -0.746 4.416 -1.845  0.26
H 1.860 4.491 -1.194  0.30
H 1.694 3.930 -2.864  0.32
H 3.302 4.134 -2.153  0.39
H 1.745 2.461 1.660  0.20
H 4.171 2.407 0.235  0.39
H 3.239 1.017 0.765  0.11
H 2.881 0.961 -3.466  0.27
H 3.214 -0.096 -2.093  0.29
H 4.309 1.246 -2.464  0.41
H 1.197 -0.983 -3.718  0.27
H -0.253 -1.398 -4.649  0.41
H -0.134 -1.836 -2.939  -0.08
H 0.964 1.960 -4.488  0.24
H -0.516 2.872 -4.189  0.28
H -0.490 1.617 -5.433  0.38
H -2.930 -0.322 -2.611  0.19
H -2.820 0.114 -4.320  0.38
H -3.032 1.371 -3.095  0.27

ΔE to the lowest compared entry with this formula, charge and spin in kcal per mole: 11.3
HOMO level (alpha / beta) in eV: -5.4380 / -5.5342
Largest force on an atom in hartree/bohr: 0.0023
2S+1: 4
<S²>: 3.768
Total charge: -1
Orbital gap (alpha / beta) in eV: 7.937 / 8.034

No. 6
The following is a quantum chemistry calculation of a cluster of 2 separate species, C3H7O3 in total, from the Open Molecules 2025 dataset.

Last column: Mulliken charge in e.
Geometry (Å):
C 1.915 0.368 -1.132  -0.78
C 0.998 -0.660 -0.410  0.65
O -0.218 -0.601 -0.747  -0.81
O 1.538 -1.452 0.379  -0.71
H 1.569 1.394 -1.042  0.21
H 1.929 0.028 -2.168  0.19
H 2.937 0.292 -0.744  0.28
C -2.025 1.490 0.708  -0.41
O -2.015 0.187 1.226  -0.54
H -1.270 -0.318 0.819  0.37
H -2.313 2.185 1.504  0.23
H -1.026 1.795 0.367  0.12
H -2.757 1.619 -0.097  0.20

ΔE to the lowest compared entry with this formula, charge and spin in kcal per mole: 16.4
HOMO level in eV: -4.3413
Largest force on an atom in hartree/bohr: 0.0179
Total charge: -1
Orbital gap in eV: 8.493